Version 1
# C4H6S2

C4H6S2 as an isolated structure (ωB97M-V with the def2-TZVPD basis set, the Open Molecules 2025 dataset).

Results
net charge: 0
Kohn-Sham gap: 0.294 Ha
E_HOMO: -0.3218 hartree
LUMO: -0.0279 Eh

Each line ends with the Löwdin charge.
Geometry (Å):
C1 -1.607 0.180 -1.387  -0.198
C2 -0.571 -0.634 -0.842  -0.553
C3 -0.575 -1.954 -1.189  -0.011
C4 0.346 0.159 0.229  -1.131
H1 -2.560 0.270 -0.510  0.150
H2 -1.331 1.522 -1.407  0.121
H3 -1.997 -0.455 -2.365  0.114
H4 0.012 -2.908 -0.689  0.117
H5 -1.495 -2.183 -1.861  0.079
H6 -0.149 -1.799 1.556  -0.056
S1 0.544 -0.567 1.727  0.791
S2 0.829 1.758 -0.202  0.577

=====

Version 2
# C4H6S2

C4H6S2 in the gas phase (ωB97M-V with the def2-TZVPD basis set, the Open Molecules 2025 dataset).

Results
SMILES string: C=CSCC=S
net charge: 0
Kohn-Sham gap: 0.296 Ha
E_HOMO: -0.3193 hartree
LUMO: -0.0235 Eh

Each line ends with the Löwdin charge.
Geometry (Å):
C1 -1.624 -1.015 -1.200  -0.081
C2 -1.326 -0.411 -0.062  -0.560
S1 -1.003 1.327 0.136  0.819
C3 0.697 1.117 0.886  -0.512
C4 1.677 0.179 0.092  -0.644
S2 3.239 0.098 0.576  0.677
H1 -1.905 -0.551 -2.161  0.067
H2 -1.547 -2.108 -1.247  0.062
H3 -0.993 -1.098 0.716  0.074
H4 1.127 2.075 0.982  0.040
H5 0.409 0.821 1.890  0.063
H6 1.249 -0.433 -0.609  -0.003

=====

Among the structures above, stability is greatest for version 2.